DFT (ωB97M-V/def2-TZVPD) results for a cluster of 5 separate species, C21H51NO5 in total at a distorted geometry.

Bonds (Å) are listed after each position.
CARTESIAN COORDINATES (ANGSTROEM)
1 C -2.317 1.506 -1.796  C2 1.524, H12 1.090, H13 1.094, H14 1.090
2 C -2.616 0.370 -0.827  C1 1.524, C3 1.529, C4 1.529, N10 1.476
3 C -2.831 -0.947 -1.575  C2 1.529, H15 1.096, H16 1.091, H17 1.089
4 C -1.444 0.204 0.141  C2 1.529, C5 1.528, H18 1.095, H19 1.096
5 C -1.796 -0.552 1.422  C4 1.528, C6 1.515, H20 1.092, H21 1.093
6 C -2.931 0.149 2.140  C5 1.515, C7 1.516, H22 1.093, H23 1.101
7 C -4.178 0.222 1.280  C6 1.516, C8 1.538, C9 1.536, N10 1.471
8 C -4.905 -1.132 1.221  C7 1.538, H24 1.087, H25 1.092, H26 1.092
9 C -5.170 1.227 1.885  C7 1.536, H27 1.093, H28 1.090, H29 1.085
10 N -3.788 0.774 -0.027  C2 1.476, C7 1.471, O11 1.413
11 O -4.905 0.911 -0.882  N10 1.413, H30 0.968
12 H -2.173 2.479 -1.326  C1 1.090
13 H -1.409 1.283 -2.364  C1 1.094
14 H -3.155 1.606 -2.488  C1 1.090
15 H -3.526 -0.851 -2.417  C3 1.096
16 H -1.899 -1.321 -1.999  C3 1.091
17 H -3.270 -1.715 -0.940  C3 1.089
18 H -0.590 -0.347 -0.267  C4 1.095
19 H -1.038 1.194 0.377  C4 1.096
20 H -2.091 -1.586 1.234  C5 1.092
21 H -0.897 -0.592 2.043  C5 1.093
22 H -2.660 1.113 2.579  C6 1.093
23 H -3.155 -0.440 3.042  C6 1.101
24 H -5.309 -1.408 2.192  C8 1.087
25 H -4.253 -1.933 0.866  C8 1.092
26 H -5.720 -1.092 0.494  C8 1.092
27 H -5.540 0.845 2.840  C9 1.093
28 H -6.069 1.236 1.269  C9 1.090
29 H -4.700 2.203 1.954  C9 1.085
30 H -5.149 0.010 -1.139  O11 0.968
31 C 0.756 4.583 -2.679  C32 1.541, H35 1.094, H36 1.090, H37 1.090
32 C 0.197 4.422 -4.105  C31 1.541, C33 1.502, O34 1.430, H38 1.096
33 C -0.931 5.387 -4.332  C32 1.502, H39 1.091, H40 1.093, H41 1.089
34 O 1.208 4.731 -5.069  C32 1.430, H42 0.960
35 H 0.057 4.074 -2.008  C31 1.094
36 H 0.828 5.643 -2.435  C31 1.090
37 H 1.734 4.123 -2.533  C31 1.090
38 H -0.099 3.369 -4.161  C32 1.096
39 H -1.226 5.401 -5.382  C33 1.091
40 H -0.577 6.398 -4.113  C33 1.093
41 H -1.811 5.199 -3.717  C33 1.089
42 H 1.628 3.920 -5.366  O34 0.960
43 C 1.666 0.770 -2.326  C44 1.528, H47 1.093, H48 1.084, H49 1.093
44 C 2.265 0.272 -1.011  C43 1.528, C45 1.512, O46 1.454, H50 1.094
45 C 3.154 -0.945 -1.142  C44 1.512, H51 1.089, H52 1.099, H53 1.086
46 O 3.088 1.333 -0.453  C44 1.454, H54 0.961
47 H 0.849 1.439 -2.041  C43 1.093
48 H 1.431 -0.025 -3.025  C43 1.084
49 H 2.408 1.464 -2.728  C43 1.093
50 H 1.560 0.085 -0.195  C44 1.094
51 H 3.981 -0.751 -1.823  C45 1.089
52 H 2.537 -1.717 -1.623  C45 1.099
53 H 3.416 -1.360 -0.173  C45 1.086
54 H 2.570 1.893 0.130  O46 0.961
55 C -0.372 -3.942 0.968  C56 1.539, H59 1.098, H60 1.090, H61 1.093
56 C 0.929 -3.912 0.147  C55 1.539, C57 1.516, O58 1.417, H62 1.101
57 C 2.144 -4.269 0.980  C56 1.516, H63 1.092, H64 1.090, H65 1.094
58 O 0.872 -4.720 -1.016  C56 1.417, H66 0.962
59 H -0.438 -3.003 1.532  C55 1.098
60 H -0.426 -4.716 1.733  C55 1.090
61 H -1.258 -3.942 0.328  C55 1.093
62 H 1.018 -2.850 -0.128  C56 1.101
63 H 1.939 -4.799 1.912  C57 1.092
64 H 2.740 -3.392 1.231  C57 1.090
65 H 2.827 -4.949 0.461  C57 1.094
66 H 0.127 -4.445 -1.560  O58 0.962
67 C 5.182 -1.151 5.208  C68 1.505, H71 1.094, H72 1.093, H73 1.091
68 C 4.373 -1.351 3.955  C67 1.505, C69 1.532, O70 1.435, H74 1.091
69 C 4.943 -0.574 2.764  C68 1.532, H75 1.088, H76 1.092, H77 1.093
70 O 4.317 -2.742 3.608  C68 1.435, H78 0.962
71 H 5.035 -0.145 5.613  C67 1.094
72 H 6.257 -1.269 5.051  C67 1.093
73 H 4.902 -1.877 5.972  C67 1.091
74 H 3.335 -1.029 4.041  C68 1.091
75 H 4.449 -0.870 1.841  C69 1.088
76 H 6.025 -0.701 2.675  C69 1.092
77 H 4.751 0.490 2.919  C69 1.093
78 H 5.128 -2.965 3.143  O70 0.962

## Properties
- charge = 0
- gap between HOMO and LUMO (eV) = 9.0
- SMILES = CC1(C)CCCC(C)(C)N1O.CC(C)O.CC(C)O.CC(C)O.CC(C)O
- HOMO (Eh) = -0.3183